[1]
{
  "formula": "C49H40ClF12N5O7P2Zr",
  "method": "the ωB97M-V functional and the def2-TZVPD basis",
  "e_homo_ev": -7.0,
  "charge": 0,
  "homo_lumo_gap_ev": 7.182,
  "e_tot_ev": -138237.04108,
  "de_lowest_ev": 4.539,
  "symbols": ["Zr", "C", "C", "C", "C", "C", "N", "C", "C", "C", "C", "C", "C", "C", "C", "O", "C", "F", "F", "F", "C", "F", "F", "F", "C", "C", "C", "O", "C", "F", "F", "F", "C", "F", "F", "F", "H", "H", "H", "H", "H", "H", "H", "H", "H", "H", "H", "H", "N", "P", "C", "C", "C", "C", "C", "C", "C", "C", "C", "C", "C", "C", "P", "C", "C", "C", "C", "C", "C", "C", "C", "C", "C", "C", "C", "H", "H", "H", "H", "H", "H", "H", "H", "H", "H", "H", "H", "H", "H", "H", "H", "H", "H", "H", "H", "H", "C", "N", "C", "C", "C", "N", "C", "O", "N", "H", "H", "H", "H", "H", "H", "H", "O", "Cl", "O", "O", "O"],
  "xyz": [[-0.28497, -0.25193, 0.12915], [-3.14919, 5.01780, 4.19938], [-2.88203, 3.96489, 3.15355], [-3.40670, 4.04703, 1.87498], [-3.09973, 3.10714, 0.90848], [-2.19904, 2.05690, 1.13349], [-1.86356, 1.14667, 0.12919], [-2.35331, 1.33499, -1.20255], [-2.20888, 2.54999, -1.87299], [-2.56649, 2.71453, -3.19526], [-3.11808, 1.66607, -3.92093], [-3.53065, 1.84446, -5.36086], [-3.25848, 0.44831, -3.27654], [-2.88345, 0.25880, -1.94887], [-2.84888, -1.13944, -1.32439], [-1.58578, -1.39009, -0.81680], [-3.13044, -2.34757, -2.30332], [-2.93397, -3.50501, -1.66300], [-2.28433, -2.35155, -3.34610], [-4.35622, -2.39205, -2.83148], [-3.98212, -1.25816, -0.20749], [-4.01890, -0.21038, 0.62047], [-5.20866, -1.32464, -0.75586], [-3.81290, -2.35697, 0.54354], [-1.72937, 1.92043, 2.47486], [-2.08856, 2.86362, 3.43284], [-0.82690, 0.73951, 2.85650], [0.17177, 0.53696, 1.92956], [-0.21795, 0.81210, 4.30960], [-1.15053, 0.55552, 5.24093], [0.75534, -0.08571, 4.46220], [0.32391, 1.99786, 4.61570], [-1.67626, -0.59191, 2.95246], [-2.88148, -0.44344, 3.47251], [-1.84263, -1.10829, 1.69230], [-1.06568, -1.58271, 3.61868], [-3.73386, 5.83586, 3.77870], [-3.70230, 4.61198, 5.04979], [-2.21418, 5.43211, 4.58085], [-4.08066, 4.85881, 1.62176], [-3.58929, 3.17850, -0.05041], [-1.77007, 3.38044, -1.33797], [-2.39594, 3.67669, -3.66932], [-4.18815, 2.70919, -5.47093], [-2.65905, 2.01401, -5.99830], [-4.05586, 0.96424, -5.73131], [-3.66896, -0.37839, -3.83932], [-1.76202, 2.74719, 4.45515], [2.49837, 1.96648, -0.46210], [2.58206, 0.39681, 0.31976], [4.00352, -0.29878, -0.60487], [4.84145, 0.45324, -1.41757], [5.92606, -0.14944, -2.04626], [6.18937, -1.49765, -1.85708], [5.35348, -2.25620, -1.04683], [4.26447, -1.65851, -0.43440], [3.48214, 0.85631, 1.84193], [4.38769, 1.91395, 1.88008], [5.05363, 2.20919, 3.05771], [4.82794, 1.44664, 4.19981], [3.94949, 0.37460, 4.15811], [3.28062, 0.07826, 2.97642], [1.08122, 2.91439, 0.03609], [1.98356, 4.02971, 1.19336], [2.86161, 5.03540, 0.78740], [3.52485, 5.80176, 1.73338], [3.31743, 5.57888, 3.09322], [2.45882, 4.57170, 3.50381], [1.79755, 3.80655, 2.55119], [0.91795, 4.07856, -1.36869], [0.16556, 5.23014, -1.11754], [-0.08791, 6.14372, -2.12578], [0.40780, 5.92007, -3.40764], [1.15286, 4.78177, -3.66537], [1.40133, 3.85978, -2.65214], [2.46545, 1.80568, -1.46589], [4.65650, 1.51110, -1.55931], [6.57145, 0.44496, -2.68190], [7.03781, -1.95913, -2.34679], [5.55285, -3.31003, -0.89460], [3.58955, -2.25105, 0.17702], [4.55141, 2.50853, 0.98856], [5.74874, 3.03963, 3.08849], [5.33308, 1.69669, 5.12491], [3.77535, -0.22205, 5.04519], [2.56624, -0.73540, 2.93395], [3.03120, 5.22209, -0.26732], [4.20585, 6.58065, 1.40983], [3.82574, 6.19640, 3.82409], [2.30326, 4.37477, 4.55816], [1.12803, 3.01434, 2.84975], [-0.21870, 5.40753, -0.11718], [-0.66909, 7.03266, -1.91386], [0.19741, 6.62552, -4.20214], [1.54588, 4.60355, -4.65896], [1.96347, 2.96630, -2.89584], [2.17431, -3.73164, 2.40004], [1.64767, -4.05440, 1.06987], [1.96214, -5.21458, 0.43903], [1.52248, -5.48605, -0.80504], [0.69174, -4.49332, -1.40773], [0.35188, -3.39730, -0.75764], [0.83427, -3.13085, 0.43907], [0.63143, -2.04008, 1.05946], [0.22205, -4.61445, -2.65318], [2.60413, -4.62871, 2.83708], [1.37164, -3.35764, 3.02919], [2.94050, -2.96064, 2.33076], [2.57612, -5.90616, 0.99792], [1.77820, -6.40788, -1.30703], [0.41506, -5.42075, -3.21618], [-0.30450, -3.84168, -3.03631], [1.71767, 0.41774, -3.48873], [0.82352, -0.28878, -2.63310], [-0.16462, -0.99438, -3.36098], [1.54106, -1.16032, -1.72435], [0.18630, 0.71944, -1.71234]],
  "forces_ev_per_angstrom": [[0.861, -0.348, 0.578], [-0.048, -0.122, -0.042], [-0.021, 0.130, 0.003], [-0.013, 0.007, -0.010], [-0.051, -0.033, -0.028], [-0.141, -0.172, 0.199], [0.150, 0.452, -0.246], [-0.457, -0.259, -0.015], [0.134, 0.107, 0.154], [0.002, 0.058, 0.029], [-0.068, 0.043, -0.105], [0.089, 0.026, 0.106], [-0.103, -0.034, 0.077], [0.124, -0.142, 0.090], [-0.547, -0.279, 0.300], [-1.017, -0.131, -0.275], [0.336, 0.277, -0.098], [-0.023, -0.109, 0.142], [0.109, 0.020, 0.008], [-0.223, 0.110, -0.020], [0.193, 0.103, -0.091], [-0.108, -0.127, -0.041], [0.125, -0.034, -0.038], [-0.090, 0.035, -0.099], [0.155, -0.067, -0.068], [-0.060, -0.104, -0.013], [-0.394, -0.410, 0.436], [-0.575, 0.035, 0.960], [0.157, 0.329, -0.331], [-0.083, 0.075, 0.088], [0.089, -0.111, 0.023], [0.097, 0.087, -0.070], [-0.037, -0.238, 0.005], [-0.103, 0.125, -0.056], [0.056, 0.165, 0.415], [0.005, 0.057, 0.079], [0.002, 0.002, 0.026], [0.017, 0.004, -0.014], [-0.016, 0.015, 0.006], [-0.001, -0.022, -0.006], [0.043, 0.045, -0.003], [0.025, 0.003, -0.030], [-0.036, -0.031, 0.022], [-0.001, -0.040, -0.014], [-0.031, -0.022, 0.011], [0.011, 0.022, -0.002], [0.011, -0.012, 0.007], [0.071, 0.008, -0.016], [-0.290, -0.237, 0.032], [0.851, 1.269, -0.299], [-0.092, -0.288, 0.070], [0.044, -0.012, -0.032], [-0.004, 0.034, 0.029], [-0.026, 0.014, -0.044], [-0.021, 0.019, 0.068], [-0.037, 0.079, -0.017], [-0.153, -0.171, 0.147], [0.032, -0.033, -0.033], [0.038, -0.025, -0.024], [-0.018, 0.015, -0.027], [0.041, -0.031, -0.034], [-0.033, 0.092, -0.030], [0.925, 0.363, -0.044], [-0.201, 0.084, 0.053], [0.064, -0.033, 0.036], [0.004, -0.017, -0.009], [-0.003, -0.032, -0.054], [0.011, 0.014, 0.001], [-0.142, -0.010, -0.054], [-0.008, -0.122, -0.029], [0.013, -0.023, 0.000], [0.023, -0.027, -0.027], [-0.062, 0.002, 0.028], [0.010, -0.028, 0.006], [-0.020, 0.012, -0.015], [0.064, 0.035, -0.020], [0.024, -0.032, 0.013], [-0.017, -0.023, 0.016], [-0.012, 0.010, 0.017], [-0.019, 0.005, -0.022], [0.061, -0.023, -0.018], [-0.033, 0.008, 0.064], [-0.039, -0.004, 0.004], [0.015, -0.023, -0.024], [-0.020, 0.019, -0.010], [-0.033, 0.037, 0.043], [-0.029, -0.018, 0.025], [-0.035, -0.008, 0.021], [0.010, -0.036, -0.007], [-0.007, 0.015, -0.036], [-0.017, 0.045, 0.056], [-0.015, 0.015, -0.028], [-0.002, -0.020, -0.006], [0.047, 0.006, 0.028], [-0.032, -0.023, 0.018], [-0.014, 0.035, -0.025], [-0.024, -0.022, -0.062], [0.081, 0.027, 0.358], [-0.017, 0.001, 0.121], [-0.087, -0.088, -0.171], [-0.012, 0.011, -0.003], [-0.156, 0.132, -0.103], [0.266, 0.122, 0.340], [-0.025, -0.879, -0.459], [0.010, 0.009, 0.020], [-0.014, -0.041, -0.024], [-0.041, -0.019, 0.002], [0.011, 0.007, -0.038], [0.058, 0.035, 0.017], [0.014, 0.036, 0.049], [0.022, 0.004, -0.026], [-0.052, -0.047, 0.040], [-0.128, 0.018, 0.299], [0.757, -0.140, -1.043], [0.224, 0.332, 0.094], [-0.464, -0.020, -0.305], [0.120, 0.104, -0.947]]
}

***

[2]
{
  "formula": "C49H43AuN2O2PS",
  "method": "the ωB97M-V functional and the def2-TZVPD basis",
  "e_homo_ev": -11.0,
  "charge": 1,
  "homo_lumo_gap_ev": 7.800,
  "e_tot_ev": -82398.27521,
  "de_lowest_ev": 0.000,
  "symbols": ["Au", "O", "C", "C", "C", "C", "C", "C", "C", "C", "C", "O", "C", "C", "C", "C", "C", "C", "C", "C", "C", "C", "C", "C", "N", "C", "C", "C", "C", "C", "C", "C", "C", "C", "C", "C", "C", "H", "H", "H", "H", "H", "H", "H", "H", "H", "H", "H", "H", "H", "H", "H", "H", "H", "H", "H", "H", "H", "H", "H", "H", "H", "H", "H", "S", "C", "C", "N", "C", "H", "H", "H", "C", "P", "C", "C", "C", "C", "C", "C", "C", "C", "C", "C", "C", "C", "H", "H", "H", "H", "H", "H", "H", "H", "H", "H", "H", "H", "H"],
  "xyz": [[0.14650, 0.13958, 0.42965], [-1.80887, 0.06448, 0.07666], [-2.55381, 1.17510, -0.36007], [-2.16912, 2.42651, 0.43533], [-0.81139, 2.99797, 0.13581], [-0.68091, 4.29629, -0.32566], [0.57772, 4.86294, -0.42322], [1.67030, 4.14884, 0.03338], [1.49544, 2.85121, 0.48275], [2.62406, 2.10055, 1.12777], [3.05841, 0.83036, 0.37963], [2.10560, -0.19320, 0.54937], [3.29574, 1.21679, -1.08385], [4.41359, 1.98355, -1.40858], [4.61466, 2.43180, -2.70390], [3.69714, 2.12232, -3.70012], [2.58612, 1.35645, -3.38810], [2.39034, 0.90371, -2.08793], [4.32631, 0.22501, 0.98661], [4.95943, -0.79886, 0.28469], [6.05408, -1.45466, 0.82175], [6.53840, -1.09158, 2.07283], [5.91904, -0.07188, 2.77567], [4.81583, 0.58201, 2.23636], [0.28099, 2.27459, 0.44299], [-4.00505, 0.75961, -0.09395], [-4.47650, -0.36298, -0.77569], [-5.75276, -0.84449, -0.54698], [-6.58700, -0.20502, 0.36446], [-6.12972, 0.91319, 1.03853], [-4.84201, 1.39312, 0.81282], [-2.37530, 1.45057, -1.85617], [-3.04055, 2.51801, -2.45594], [-2.88330, 2.77915, -3.80680], [-2.06780, 1.96609, -4.58519], [-1.42350, 0.88892, -4.00021], [-1.57355, 0.63616, -2.64129], [-2.20865, 2.17253, 1.49862], [-2.89649, 3.21716, 0.26002], [-1.56850, 4.85239, -0.59144], [0.69870, 5.86860, -0.80335], [2.65990, 4.58258, 0.05102], [2.30405, 1.81575, 2.13413], [3.47155, 2.77945, 1.21492], [5.14352, 2.21752, -0.64131], [5.49303, 3.01899, -2.93863], [3.85264, 2.47286, -4.71181], [1.86112, 1.11176, -4.15364], [1.51719, 0.30296, -1.86721], [4.59320, -1.07269, -0.69799], [6.53816, -2.24367, 0.26082], [7.39926, -1.59631, 2.49091], [6.29432, 0.22449, 3.74668], [4.35234, 1.37433, 2.80979], [-3.82876, -0.85381, -1.49299], [-6.10650, -1.71343, -1.08747], [-7.58877, -0.57483, 0.53879], [-6.77241, 1.42234, 1.74501], [-4.51335, 2.26463, 1.36335], [-3.71004, 3.13831, -1.86962], [-3.40917, 3.61001, -4.25901], [-1.95213, 2.16468, -5.64250], [-0.80962, 0.23027, -4.60306], [-1.09308, -0.22114, -2.19162], [0.03412, -1.02664, 5.58414], [1.60644, -1.19470, 4.93661], [1.66485, -0.60966, 3.71228], [0.49399, -0.03493, 3.28406], [-0.44309, -0.18852, 4.17168], [2.39446, -1.69247, 5.47662], [2.53777, -0.55806, 3.07555], [-1.45569, 0.16701, 4.04480], [1.52605, -2.93180, 0.73719], [-0.05736, -2.13863, 0.43177], [-0.61148, -2.68783, -1.18610], [0.28959, -2.55346, -2.24520], [-0.08418, -2.93221, -3.52239], [-1.35920, -3.43590, -3.74932], [-2.25300, -3.57224, -2.69798], [-1.88321, -3.20209, -1.41233], [-1.20849, -2.64631, 1.71633], [-2.52326, -2.17124, 1.72297], [-3.39078, -2.56513, 2.72827], [-2.95711, -3.42142, 3.73235], [-1.65042, -3.88545, 3.73308], [-0.77415, -3.50117, 2.72903], [1.39889, -4.01348, 0.69009], [1.91691, -2.61975, 1.70390], [2.22922, -2.60012, -0.02313], [1.28003, -2.14381, -2.07589], [0.61626, -2.83245, -4.34103], [-1.65361, -3.72620, -4.74908], [-3.24263, -3.97147, -2.87625], [-2.58301, -3.31367, -0.59513], [-2.85358, -1.48648, 0.95432], [-4.40942, -2.19923, 2.72304], [-3.63831, -3.72645, 4.51596], [-1.30796, -4.54939, 4.51556], [0.24124, -3.87253, 2.74843]],
  "forces_ev_per_angstrom": [[0.094, 0.323, -0.080], [0.001, 0.019, 0.123], [-0.010, 0.106, -0.106], [0.008, -0.031, -0.055], [-0.024, 0.022, 0.040], [-0.001, 0.007, 0.006], [-0.001, -0.009, 0.022], [0.003, 0.006, -0.010], [0.035, 0.012, 0.037], [-0.013, -0.054, -0.030], [0.049, 0.037, -0.026], [-0.009, -0.071, -0.024], [-0.029, -0.016, 0.008], [-0.003, 0.025, -0.013], [0.011, 0.007, 0.017], [-0.021, -0.012, -0.004], [0.008, 0.003, 0.005], [-0.002, -0.010, 0.013], [-0.033, 0.026, -0.003], [0.013, -0.023, 0.019], [-0.010, 0.007, -0.018], [0.001, -0.001, 0.013], [0.005, 0.007, -0.002], [0.034, -0.007, -0.015], [-0.019, -0.098, -0.033], [0.029, 0.006, -0.046], [-0.039, 0.037, -0.004], [-0.009, -0.008, -0.002], [0.004, -0.010, -0.002], [0.015, 0.014, 0.010], [-0.009, -0.036, 0.026], [0.058, -0.047, 0.046], [-0.003, 0.016, -0.005], [-0.008, 0.002, 0.001], [-0.003, -0.010, 0.003], [0.022, 0.003, -0.011], [-0.019, -0.008, -0.017], [0.031, 0.007, 0.003], [-0.005, -0.002, -0.011], [0.002, 0.002, -0.006], [0.001, -0.001, -0.003], [0.000, 0.004, -0.004], [-0.008, 0.012, -0.001], [-0.007, 0.011, -0.007], [0.002, 0.003, -0.002], [-0.001, 0.001, -0.001], [-0.001, 0.000, 0.000], [-0.009, -0.007, -0.013], [-0.021, -0.013, 0.007], [-0.001, 0.002, -0.001], [0.000, 0.000, 0.001], [-0.001, -0.001, 0.001], [0.002, 0.000, 0.000], [0.004, 0.000, 0.001], [0.003, -0.003, -0.019], [0.000, 0.000, 0.002], [-0.001, 0.002, -0.002], [-0.002, -0.002, -0.001], [0.001, 0.003, -0.006], [0.002, 0.001, -0.004], [0.001, 0.001, 0.003], [-0.001, 0.002, 0.002], [0.011, 0.003, 0.009], [0.030, -0.032, -0.002], [-0.023, 0.006, -0.037], [-0.012, -0.007, 0.000], [0.031, 0.020, 0.004], [-0.075, 0.011, -0.019], [0.013, -0.053, 0.076], [0.002, 0.003, 0.001], [-0.027, -0.043, 0.023], [-0.005, 0.006, -0.007], [0.001, -0.001, -0.022], [-0.031, -0.032, 0.021], [0.047, -0.029, -0.005], [0.010, 0.024, 0.005], [-0.015, 0.022, -0.019], [-0.003, -0.002, 0.002], [-0.011, 0.003, -0.002], [-0.005, 0.030, -0.002], [0.000, 0.010, -0.015], [-0.071, -0.062, -0.002], [0.022, -0.013, 0.027], [-0.002, 0.019, 0.002], [0.025, -0.011, 0.004], [0.004, -0.013, 0.009], [-0.009, 0.002, 0.010], [-0.003, -0.003, 0.009], [0.003, -0.004, 0.016], [-0.015, 0.000, -0.011], [0.002, 0.001, 0.002], [-0.003, -0.004, 0.001], [0.000, 0.001, 0.002], [-0.001, -0.011, -0.003], [0.003, -0.105, 0.109], [-0.008, 0.007, -0.008], [0.000, -0.004, 0.001], [-0.001, -0.001, -0.001], [0.005, 0.005, 0.000]]
}